# C21H31N3O6S

An isolated molecule of C21H31N3O6S at a distorted geometry (wB97M-V/def2-TZVPD, the Open Molecules 2025 dataset).

Positions of all 62 atoms, in Å:
C1 -4.21350 -3.52786 -0.57260
O1 -4.86435 -2.99608 0.56098
C2 -5.83022 -2.01471 0.27797
C3 -5.25310 -0.71390 -0.29296
C4 -4.14536 -0.17175 0.61415
N1 -3.38685 0.88118 -0.02640
C5 -2.40086 0.61166 -0.89470
O2 -2.03507 -0.50742 -1.19235
C6 -1.72974 1.87823 -1.44987
N2 -0.90265 2.50231 -0.43075
C7 -1.47738 3.41002 0.39391
O3 -2.66106 3.69061 0.33494
C8 -0.56458 4.01906 1.44312
H1 -0.87469 5.05058 1.62511
O4 0.80388 4.05932 1.10643
C9 1.28193 2.93921 0.49507
C10 2.63467 2.64561 0.60511
C11 3.15204 1.52323 -0.01928
C12 2.30678 0.69704 -0.73159
C13 0.96164 0.98180 -0.86936
C14 0.43866 2.12053 -0.27148
H2 0.35258 0.30849 -1.44951
S1 2.94906 -0.78427 -1.52764
O5 2.16424 -1.00527 -2.70470
O6 4.36845 -0.62620 -1.65291
N3 2.68817 -2.05851 -0.51114
C15 3.56680 -2.21912 0.61963
H3 4.51150 -1.74741 0.34876
C16 2.98749 -1.61920 1.90618
C17 3.92002 -1.88255 3.08386
H4 4.90116 -1.45349 2.89627
H5 3.51835 -1.44247 3.99366
H6 4.03799 -2.95201 3.24342
C18 1.59855 -2.21630 2.14377
C19 0.68633 -1.93998 0.94712
C20 -0.70608 -2.53048 1.13769
H7 -1.33366 -2.26632 0.29127
H8 -0.65748 -3.61447 1.21020
H9 -1.16323 -2.14699 2.04743
C21 1.33367 -2.51614 -0.31804
H10 0.77287 -2.23863 -1.21017
H11 1.35306 -3.61025 -0.24712
H12 0.59279 -0.85453 0.83050
H13 1.16120 -1.79179 3.05054
H14 1.68904 -3.29564 2.28928
H15 2.88312 -0.53613 1.76929
H16 3.74107 -3.29183 0.76592
H17 4.20075 1.28068 0.03286
H18 3.25985 3.31378 1.17474
H19 -0.70864 3.44673 2.37566
H20 -2.49565 2.60367 -1.73757
H21 -1.11481 1.62592 -2.31354
H22 -3.65113 1.84456 0.13272
H23 -4.56428 0.21412 1.54444
H24 -3.45932 -0.99119 0.84510
H25 -6.05779 0.01468 -0.39961
H26 -4.83008 -0.90269 -1.28072
H27 -6.31353 -1.81585 1.23847
H28 -6.58308 -2.41155 -0.42090
H29 -3.63072 -4.37427 -0.21465
H30 -4.94102 -3.87548 -1.31549
H31 -3.54009 -2.80304 -1.03985

SMILES ... COCCCNC(=O)CN1C(=O)COc2ccc(S(=O)(=O)N3C[C@H](C)C[C@H](C)C3)cc21
Max |F| ... 1.09 eV/A
E_HOMO ... -8.8 eV
E_LUMO ... 0.016 hartree
Electronic energy ... -49871.424 eV
Relative energy (zero: lowest compared OMol25 entry of this formula, charge and spin) ... 15.42 kcal per mole
Frontier orbital gap ... 9.265 eV